Density functional theory data (ωB97M-V/def2-TZVPD) for a structure of composition C43H47Cl2N4O2PbSSi3.

Last column: Mulliken charge in e.
CARTESIAN COORDINATES (ANGSTROEM)
Pb (1.3736, -0.7342, 0.3728)  1.375
C (-1.2207, -4.6654, -2.7970)  -1.105
Si (-0.0101, -3.5338, -1.9054)  -0.198
C (0.2006, -1.9218, -2.8263)  -0.445
C (1.6875, -4.3385, -1.8421)  -0.972
C (-0.6570, -3.4317, -0.0875)  1.177
C (0.2496, -4.0489, 0.8690)  -0.479
C (-0.0107, -5.3910, 1.1943)  -0.796
C (0.7986, -6.0322, 2.1068)  -0.738
C (1.8308, -5.3259, 2.7013)  -0.986
C (2.0170, -4.0128, 2.3198)  -0.536
N (1.2674, -3.3799, 1.4113)  1.130
Si (-2.3807, -3.2816, 0.8080)  0.134
C (-3.4210, -1.7910, 0.4392)  -0.485
C (-3.3313, -4.8300, 0.2861)  -1.256
C (-1.9934, -3.2788, 2.6473)  -0.959
H (-0.8411, -4.8347, -3.8063)  0.416
H (-2.2136, -4.2208, -2.8811)  0.304
H (-1.3178, -5.6369, -2.3095)  0.352
H (0.3831, -2.1662, -3.8760)  0.551
H (1.0586, -1.3586, -2.4559)  0.111
H (-0.6650, -1.2756, -2.7737)  -0.105
H (2.0877, -4.4330, -2.8528)  0.448
H (1.6670, -5.3367, -1.3999)  0.331
H (2.3921, -3.7341, -1.2662)  0.193
H (-0.8309, -5.9078, 0.7168)  0.430
H (0.6124, -7.0663, 2.3639)  0.493
H (2.4744, -5.7794, 3.4407)  0.469
H (2.8098, -3.4306, 2.7648)  0.471
H (-4.1914, -1.9976, -0.3013)  0.439
H (-2.8105, -0.9662, 0.0997)  -0.456
H (-3.9129, -1.4768, 1.3612)  0.504
H (-3.4262, -4.8990, -0.7977)  0.349
H (-4.3325, -4.7518, 0.7140)  0.440
H (-2.8899, -5.7573, 0.6509)  0.412
H (-1.2583, -2.5036, 2.8819)  0.223
H (-1.6020, -4.2310, 3.0063)  0.347
H (-2.8965, -3.0566, 3.2174)  0.499
Cl (3.1812, 4.0469, -0.9248)  -0.114
C (3.8726, 3.0579, 0.2967)  0.927
C (4.8897, 3.5894, 1.0968)  -0.775
C (5.5023, 2.8284, 2.0494)  0.823
Cl (6.7510, 3.5204, 3.0346)  -0.266
C (5.1289, 1.4814, 2.2243)  0.471
C (5.7438, 0.6022, 3.1391)  -1.083
C (5.3140, -0.6914, 3.2287)  -0.941
C (4.2630, -1.1077, 2.4020)  -0.191
N (3.6563, -0.3115, 1.5531)  0.005
C (4.0693, 0.9651, 1.4308)  0.315
C (3.3912, 1.7550, 0.4398)  -0.863
O (2.3939, 1.2787, -0.2506)  -0.866
H (5.1841, 4.6198, 0.9512)  0.513
H (6.5682, 0.9572, 3.7420)  0.442
H (5.7656, -1.3940, 3.9145)  0.471
H (3.9269, -2.1341, 2.4267)  0.114
C (2.1847, 2.3475, 4.6001)  -0.883
N (1.6182, 2.7418, 3.3237)  0.274
C (1.6378, 4.0191, 2.7998)  -0.841
C (1.0112, 3.9715, 1.6050)  -0.557
N (0.6026, 2.6751, 1.4248)  1.267
C (0.9787, 1.9243, 2.4652)  0.174
S (0.6570, 0.2578, 2.7408)  -0.561
H (3.0998, 2.9082, 4.7768)  0.354
H (2.4050, 1.2833, 4.5739)  0.306
H (1.4795, 2.5392, 5.4084)  0.293
H (2.1075, 4.8387, 3.3128)  0.495
H (0.8325, 4.7430, 0.8792)  0.484
H (0.2053, 2.2838, 0.5766)  -0.933
O (-0.4162, 0.4345, -0.6895)  2.886
Si (-1.3289, 1.5351, -1.4288)  -3.352
C (-0.4257, 3.0756, -2.0710)  0.921
C (-0.7113, 4.3606, -1.6112)  -0.373
C (-0.1038, 5.4717, -2.1879)  -0.665
C (0.7894, 5.3072, -3.2358)  -0.647
C (1.0888, 4.0311, -3.6981)  -0.833
C (0.4908, 2.9256, -3.1136)  -0.135
C (-2.2499, 0.9756, -3.0040)  1.127
C (-2.6242, 1.9246, -3.9585)  -0.594
C (-3.3508, 1.5647, -5.0857)  -0.820
C (-3.7036, 0.2406, -5.2950)  -0.725
C (-3.3359, -0.7200, -4.3661)  -0.727
C (-2.6253, -0.3498, -3.2319)  -0.094
C (-2.6750, 2.1735, -0.2425)  0.775
C (-2.5955, 1.8851, 1.1221)  0.303
C (-3.5920, 2.2847, 2.0034)  -0.999
C (-4.6909, 2.9875, 1.5313)  -0.653
C (-4.7872, 3.2843, 0.1789)  -0.757
C (-3.7898, 2.8786, -0.6977)  -0.308
H (-1.4381, 4.5019, -0.8171)  0.572
H (-0.3375, 6.4664, -1.8271)  0.435
H (1.2569, 6.1728, -3.6878)  0.368
H (1.7896, 3.9025, -4.5135)  0.420
H (0.7232, 1.9308, -3.4793)  0.322
H (-2.3397, 2.9626, -3.8285)  0.343
H (-3.6385, 2.3215, -5.8044)  0.434
H (-4.2550, -0.0422, -6.1824)  0.387
H (-3.6062, -1.7582, -4.5232)  0.409
H (-2.3633, -1.1070, -2.5093)  0.192
H (-1.7541, 1.3121, 1.4962)  0.192
H (-3.5095, 2.0468, 3.0577)  0.453
H (-5.4757, 3.2943, 2.2109)  0.398
H (-5.6412, 3.8349, -0.1952)  0.415
H (-3.8928, 3.1106, -1.7520)  0.389

The HOMO-LUMO gap (spin up / spin down) is 3.591 / 3.593 eV. The value obtained for the energy above the lowest of the compared OMol25 structures with the same formula, charge and spin is 222.0 kJ/mol. The LUMO energy (spin up / spin down) comes out at -0.22518 / -0.22509 hartree. The charge is +1. The calculation puts the energy at -4416.09236 Eh. For the HOMO energy (spin up / spin down), the calculation gives -9.72 / -9.72 eV.